No. 1
DFT (the ωB97M-V functional and the def2-TZVPD basis) results for a 2-piece molecular cluster, C5H14 overall.

Geometry (Å):
C  -0.91631  1.11322  -0.27521
C  0.52659  1.47829  -0.57643
C  1.18414  2.31659  0.51029
H  -1.45418  2.01507  0.04597
H  -1.47683  0.69449  -1.09849
H  -1.10535  0.42363  0.55489
H  1.09487  0.55700  -0.74472
H  0.55077  2.01426  -1.52738
H  0.43893  2.80665  1.12998
H  1.80953  1.78945  1.23226
H  1.87031  3.05722  0.09913
C  -0.55949  -2.26788  -0.61754
C  -0.18526  -2.47159  0.86837
H  -0.04990  -1.45498  -1.09680
H  -0.53015  -3.23840  -1.08681
H  -1.63533  -2.09366  -0.67352
H  -1.08243  -2.68796  1.43558
H  0.18876  -1.51888  1.25729
H  0.65367  -3.16184  0.96004

Properties
- net charge = 0
- DFT total energy (eV) = -5411.609
- 2S+1 = 1
- HOMO level (eV) = -11.265
- frontier orbital gap (eV) = 12.43

***

No. 2
DFT (the ωB97M-V functional and the def2-TZVPD basis) results for the molecule C5H8O2.

Geometry (Å):
C  0.45939  1.46698  -0.63340
C  0.31077  0.26701  0.27480
O  1.06665  0.36734  1.45550
C  -1.13189  -0.18378  0.61361
C  -0.84964  -1.51581  -0.09319
C  0.44326  -1.04072  -0.63154
O  1.24374  -1.49969  -1.40448
H  0.28823  2.40053  -0.09035
H  1.47082  1.46123  -1.05659
H  -0.24213  1.40455  -1.47138
H  1.92617  0.75146  1.24277
H  -1.34916  -0.28284  1.68048
H  -1.89739  0.45190  0.15723
H  -0.12658  -2.00998  0.65433
H  -1.61225  -2.03815  -0.69779

Properties
- net charge = 0
- DFT total energy (eV) = -9408.057
- 2S+1 = 1
- HOMO level (eV) = -8.952
- frontier orbital gap (eV) = 9.79

***

No. 3
DFT (the ωB97M-V functional and the def2-TZVPD basis) results for the molecule C15H13BrO2.

Geometry (Å):
O  0.80947  -0.39940  -3.49737
C  1.73828  -0.72671  -2.51011
C  3.06876  -0.96507  -2.80234
Br  3.70718  -0.90535  -4.54019
C  3.87466  -1.33217  -1.65710
C  3.37970  -1.23547  -0.34051
C  2.07002  -0.99076  -0.09563
C  1.25944  -0.65475  -1.13924
C  -0.24660  -0.43426  -0.71517
C  -0.22103  0.63736  0.39923
C  -1.64095  0.97144  1.01022
C  -2.79936  0.33929  0.59794
C  -4.09980  0.68027  1.00190
C  -4.14763  1.55258  2.04504
C  -3.03358  2.13733  2.65432
C  -1.75786  1.82317  2.05183
O  0.64887  0.18941  1.57476
C  1.50335  -0.89395  1.26409
H  1.12785  -0.59521  -4.35841
H  4.89193  -1.67645  -1.75379
H  4.05599  -1.55507  0.46483
H  -0.59872  -1.42710  -0.37142
H  -0.87151  -0.15502  -1.59418
H  0.28627  1.56249  0.20239
H  -2.63523  -0.41593  -0.08032
H  -5.01285  0.24989  0.63569
H  -5.10452  1.69305  2.38100
H  -3.13626  2.91454  3.47022
H  -0.72199  2.15229  2.30609
H  1.17148  -1.91755  1.58115
H  2.43464  -0.62289  1.81509

Properties
- net charge = 0
- DFT total energy (eV) = -89901.439
- 2S+1 = 1
- HOMO level (eV) = -8.863
- frontier orbital gap (eV) = 9.47

***

No. 4
DFT (the ωB97M-V functional and the def2-TZVPD basis) results for a 2-piece molecular cluster, C3H6ClNO overall.

Geometry (Å):
C  0.83230  -0.37497  -0.77784
C  -0.42843  -1.08452  -0.11866
C  -0.57816  0.04421  2.07468
H  1.64823  -1.04757  -1.05087
H  1.42078  0.11620  0.02975
H  -0.01837  -2.03327  0.23009
H  -1.24403  -1.29081  -0.89889
H  -2.46575  -0.67028  0.94251
H  -1.40724  0.60714  2.68682
N  -1.09633  -0.41905  0.94758
O  0.63630  0.07666  2.40212
Cl  0.33506  0.89002  -2.05050

Properties
- net charge = 0
- DFT total energy (eV) = -19266.142
- 2S+1 = 1
- HOMO level (eV) = -10.007
- frontier orbital gap (eV) = 9.78

***

No. 5
DFT (the ωB97M-V functional and the def2-TZVPD basis) results for the molecule C11H20N2O3.

Geometry (Å):
C  -0.00188  0.78297  3.90376
C  0.12295  1.36289  2.47614
C  1.51952  1.35235  1.84456
C  -0.91922  0.82363  1.43979
C  -0.50584  -0.47773  0.80472
N  -1.33037  -1.01686  -0.19724
C  -1.48634  -0.62462  -1.53544
O  -2.47213  -0.81216  -2.20953
C  -0.35059  0.28557  -2.04876
C  -0.17874  0.56926  -3.48321
C  0.66076  -0.56638  -4.07053
C  1.28999  -1.15507  -2.76243
N  1.06855  -0.20262  -1.71127
C  -0.31583  -1.53311  1.90254
O  0.72276  -2.10642  2.13735
O  -1.42954  -1.96954  2.57717
H  0.54266  1.53534  4.58772
H  -1.08176  0.49374  3.97617
H  0.57092  -0.13699  4.02248
H  -0.13672  2.46161  2.49501
H  2.16543  2.05693  2.39004
H  1.53632  1.72677  0.75552
H  2.03176  0.34086  1.89672
H  -1.95394  0.77347  1.95793
H  -0.90359  1.43796  0.52692
H  0.47475  -0.25536  0.50965
H  -2.25506  -1.47581  -0.04017
H  -0.35356  1.27073  -1.54423
H  -1.14108  0.59368  -4.08889
H  0.24779  1.61326  -3.53004
H  0.26299  -1.36817  -4.58174
H  1.40546  -0.10923  -4.66643
H  2.33974  -1.37213  -2.77723
H  0.81885  -2.17983  -2.52464
H  1.24738  -0.73866  -0.81873
H  -2.21238  -1.38034  2.38634

Properties
- net charge = 0
- DFT total energy (eV) = -20852.689
- 2S+1 = 1
- HOMO level (eV) = -9.018
- frontier orbital gap (eV) = 9.41

***

No. 6
DFT (the ωB97M-V functional and the def2-TZVPD basis) results for a 2-piece molecular cluster, C4H12 overall.

Geometry (Å):
C  -2.12291  0.67559  0.08354
C  -1.67249  -0.00982  -1.17559
H  -3.18635  0.96296  -0.14269
H  -1.92979  0.02570  0.93212
H  -1.77136  1.72284  0.23824
H  -0.53952  -0.10163  -1.09279
H  -2.05396  0.60555  -1.99183
H  -2.11204  -1.01789  -1.32856
C  1.34587  -0.54587  0.06526
C  2.46270  -0.15717  1.04073
H  0.96121  0.41561  -0.29179
H  1.72831  -1.22753  -0.69193
H  0.51410  -1.07597  0.54071
H  3.11597  0.58076  0.58549
H  3.00428  -1.02444  1.41756
H  2.04609  0.31325  1.93452

Properties
- net charge = +1
- DFT total energy (eV) = -4330.807
- 2S+1 = 2
- HOMO level (spin up / spin down) (eV) = -16.099 / -16.060
- frontier orbital gap (spin up / spin down) (eV) = 12.97 / 4.85

***

Energy relative to the best compared isomer or geometry (same formula, charge and spin) for every record listed, in sequence, given in kcal/mol: 10.2 40.9 9.9 60.5 64.8 9.8.